(1)
DFT (ωB97M-V/def2-TZVPD) results for C20H17N7O2SV as an isolated structure.

For the total energy, the calculation gives -72020.8236 eV. The gap between HOMO and LUMO (spin up / spin down) is 5.145 / 5.949 eV. The value obtained for the HOMO energy (spin up / spin down) is -0.77172 / -0.77197 Eh. The LUMO energy (spin up / spin down) comes out at -0.583 / -0.553 Eh.

ORCA input file:
```
! wB97M-V def2-TZVPD RIJCOSX def2/J DEFGRID3
* xyz 4 2
V 0.81264 0.33235 -0.09124
C 1.76288 4.41989 1.33177
C 1.28540 3.03099 1.12473
N 1.39840 2.38389 0.00156
N 2.05069 2.98935 -1.05393
C 2.52304 2.19383 -2.01317
N 3.21080 2.62966 -3.02720
S 2.17089 0.47563 -1.87580
C 0.67479 2.20551 2.18393
C 0.37054 2.64100 3.44864
C -0.16757 1.73055 4.37470
C -0.38261 0.41887 3.99383
C -0.07091 0.04118 2.69550
N 0.44913 0.90821 1.80637
H 2.84651 4.46768 1.16969
H 1.57129 4.78141 2.33622
H 1.27503 5.11241 0.63698
H 2.24026 3.98704 -1.02349
H 3.45506 3.60862 -3.15652
H 3.54891 1.99439 -3.74440
H 0.54795 3.66484 3.74712
H -0.40360 2.05940 5.38040
H -0.78778 -0.31200 4.68183
H -0.22502 -0.97909 2.36310
O -3.49460 -5.50995 -1.61954
N -2.32116 -5.27305 -1.58312
O -1.39985 -6.04123 -1.74522
C -1.94708 -3.84172 -1.35268
C -2.89291 -2.91617 -1.63821
C -2.60819 -1.52150 -1.49925
C -3.52149 -0.48417 -1.80106
C -3.14281 0.83574 -1.62745
C -1.87246 1.13077 -1.15399
N -0.98245 0.16342 -0.85824
C -1.34695 -1.14688 -1.05129
C -0.37029 -2.12361 -0.74311
N 0.82526 -1.62412 -0.26810
C 1.81115 -2.49642 0.04984
C 1.62604 -3.86176 -0.04949
C 0.41814 -4.36974 -0.50279
C -0.63437 -3.48595 -0.87600
H -3.86712 -3.24860 -1.97966
H -4.51433 -0.72511 -2.16671
H -3.82329 1.64568 -1.85502
H -1.55648 2.15612 -1.00639
H 2.75303 -2.07921 0.38966
H 2.43241 -4.52910 0.22617
H 0.27311 -5.43906 -0.57896
*
```



(2)
DFT (ωB97M-V/def2-TZVPD) results for C35H57O3PRhSi2 as an isolated structure.

For the total energy, the calculation gives -71402.8452 eV. The gap between HOMO and LUMO (spin up / spin down) is 6.363 / 6.119 eV. The value obtained for the HOMO energy (spin up / spin down) is -0.31094 / -0.39200 Eh. The LUMO energy (spin up / spin down) comes out at -0.077 / -0.167 Eh.

ORCA input file:
```
! wB97M-V def2-TZVPD RIJCOSX def2/J DEFGRID3
* xyz 1 5
O -0.48820 -1.28092 -2.89303
O 0.87230 0.79239 -4.11605
C 0.26892 -2.53273 -3.28526
C -0.52551 -3.67123 -2.72615
H 1.27051 -2.38629 -2.85882
H 0.30742 -2.54192 -4.37062
H -0.67262 -3.53869 -1.64552
H -0.00362 -4.61358 -2.89934
H -1.50584 -3.75105 -3.20631
C -1.77241 -0.93651 -3.68344
C -1.62820 -1.17458 -5.15807
H -1.98861 0.09113 -3.39596
H -2.52525 -1.59932 -3.24645
H -0.89185 -0.50885 -5.62726
H -2.59687 -0.96607 -5.63431
H -1.39533 -2.20708 -5.42630
C 0.37517 2.12768 -3.99074
C 2.08706 0.60686 -4.82753
C -0.69428 2.44043 -5.00866
H 1.19483 2.85581 -4.07298
H -0.04120 2.20573 -2.97774
H -0.29496 2.38638 -6.02595
H -1.05797 3.46459 -4.85839
H -1.56182 1.77607 -4.94208
C 1.93991 0.80208 -6.31984
H 2.38625 -0.42560 -4.61084
H 2.87392 1.27240 -4.43581
H 1.12869 0.19234 -6.73853
H 2.87362 0.50211 -6.80923
H 1.76433 1.85664 -6.56275
H 0.09845 -0.57879 -2.53486
Rh -0.20445 -0.15316 1.22611
C 1.05246 -0.43241 -0.54783
Si 2.89669 0.02347 -0.42721
H 0.93427 -1.51671 -0.72389
H 0.57004 0.15174 -1.36472
C 3.79509 -0.96504 -1.75796
C 3.79846 -0.31986 1.18016
C 3.01966 1.84973 -0.84213
C -1.85392 -0.62398 0.01051
Si -3.47322 0.36638 0.01098
H -2.07518 -1.66918 0.32315
H -1.47289 -0.68382 -1.02419
C -4.68743 -0.64710 -1.01253
C -3.10485 1.96884 -0.86990
C -4.22005 0.66167 1.68687
H 2.31796 2.09065 -1.65328
H 4.04642 2.05861 -1.18012
H 2.79227 2.49210 0.02028
H 3.48749 -2.01819 -1.69852
H 4.87938 -0.90684 -1.58258
H 3.57967 -0.57814 -2.76343
H 3.33897 -1.10323 1.80258
H 3.88232 0.60646 1.76567
H 4.81429 -0.64358 0.89173
H -3.27198 1.84170 -1.94775
H -2.07942 2.32659 -0.69551
H -3.80764 2.72102 -0.48785
H -5.18404 1.17925 1.55497
H -3.55496 1.29618 2.28779
H -4.39338 -0.28204 2.22433
H -5.69982 -0.25879 -0.83039
H -4.66037 -1.70659 -0.71871
H -4.46935 -0.57210 -2.08713
O -0.29743 2.53037 0.31507
C 0.21631 1.85428 1.18573
C 1.24663 2.38872 2.14442
C 1.75523 3.68670 2.05046
C 2.78530 4.10918 2.89847
C 3.29957 3.25183 3.87947
C 2.76973 1.97197 4.02486
C 1.74372 1.53744 3.15529
P 1.10099 -0.13538 3.11750
C 0.70415 -0.27967 4.88879
C 1.07401 -1.45177 5.58845
C 0.86937 -1.50717 6.95998
C 0.27761 -0.43327 7.63553
C -0.15006 0.69463 6.92397
C 0.05312 0.76916 5.55677
C -1.01451 -1.54292 2.69042
C -2.05709 -1.07595 3.48582
C -2.98746 -2.02246 3.96208
C -2.77555 -3.38589 3.71337
C -1.62741 -3.82458 3.02553
C -0.72091 -2.88921 2.51583
H 1.31701 4.37614 1.33232
H 3.18704 5.11769 2.80157
H 4.10661 3.59009 4.54446
H 3.15658 1.31308 4.79896
H 1.53608 -2.27226 5.04045
H 1.19289 -2.39528 7.51296
H 0.15646 -0.47071 8.71656
H -0.62153 1.53246 7.44788
H -0.25308 1.66497 4.99878
H -2.17013 -0.02725 3.70209
H -3.86702 -1.69408 4.53198
H -3.49896 -4.11198 4.08629
H -1.46392 -4.88549 2.90194
H 0.16730 -3.19637 1.98529
*
```



(3)
DFT (ωB97M-V/def2-TZVPD) results for an isolated molecule of C4H10N2O.

For the total energy, the calculation gives -9336.8955 eV. The gap between HOMO and LUMO is 10.158 eV. The value obtained for the HOMO energy is -0.33821 Eh. The structure (SMILES) is NCNCCC=O. The LUMO energy comes out at 0.035 Eh.

ORCA input file:
```
! wB97M-V def2-TZVPD RIJCOSX def2/J DEFGRID3
* xyz 0 1
C -0.49838 -0.11621 0.73063
C 0.18584 0.88637 1.65517
C 1.44214 0.36768 2.31037
O 2.14610 -0.46024 1.79568
N -0.24432 0.23855 -0.66342
C -0.50627 -0.86160 -1.62137
N -0.74089 -0.46656 -2.99922
H -0.09330 -1.10771 0.96754
H -1.56537 -0.17089 0.93354
H -0.57907 1.06926 2.43069
H 0.31897 1.91108 1.29499
H 1.73399 0.88776 3.23733
H 0.74680 0.43839 -0.80507
H -1.43012 -1.29897 -1.22505
H 0.26137 -1.63718 -1.68673
H -1.30445 0.38009 -3.01520
H 0.12697 -0.05983 -3.33987
*
```



(4)
DFT (ωB97M-V/def2-TZVPD) results for C27H21Cl2FN2NaO6 as an isolated structure.

For the total energy, the calculation gives -75789.9209 eV. The gap between HOMO and LUMO is 7.119 eV. The value obtained for the HOMO energy is -0.18189 Eh. The LUMO energy comes out at 0.080 Eh.

ORCA input file:
```
! wB97M-V def2-TZVPD RIJCOSX def2/J DEFGRID3
* xyz -1 1
Na 2.36149 -0.48616 -1.17255
Cl 0.83191 -5.64565 -6.48252
C 1.19392 -4.22378 -5.53213
C 0.86059 -2.96028 -6.03769
C 1.14168 -1.84668 -5.30060
Cl 0.72163 -0.28888 -5.93361
C 1.77586 -1.86949 -3.99843
O 2.00478 -0.80409 -3.37621
C 2.09243 -3.19950 -3.53123
C 2.73224 -3.49743 -2.26234
O 3.10098 -2.75397 -1.37007
C 1.79313 -4.33177 -4.31165
H 0.38334 -2.86429 -7.00315
H 2.89603 -4.58919 -2.13017
H 2.04885 -5.31119 -3.92403
C -2.07793 0.93966 5.18294
C -1.91232 -0.47106 4.62350
C -3.20500 -1.27748 4.62051
C -4.22296 -0.65856 3.67159
C -3.61121 -0.41881 2.31491
C -4.40405 -0.30829 1.19271
C -3.82264 -0.09333 -0.04952
F -4.64236 0.01319 -1.12195
C -2.46966 0.00151 -0.21278
C -1.64227 -0.10960 0.90850
C -0.16841 -0.00810 0.70346
O 0.24294 0.18069 -0.44261
C 0.61762 -0.13221 1.91431
C -0.03483 -0.30954 3.09098
N -1.37414 -0.41929 3.26386
C -2.21349 -0.31294 2.17030
C 2.16690 -0.06283 2.05742
O 2.57064 0.04122 3.22783
O 2.84737 -0.12152 1.01219
H -2.48871 0.90721 6.19374
H -2.74127 1.53617 4.55550
H -1.11051 1.44077 5.21712
H -1.17097 -1.00070 5.22410
H -3.60189 -1.32876 5.63556
H -2.97715 -2.29686 4.29957
H -4.58945 0.28595 4.08514
H -5.09377 -1.30850 3.57055
H -5.48143 -0.39436 1.26373
H -2.01621 0.15443 -1.18247
H 0.57757 -0.36377 3.98385
O 1.91726 2.14164 -3.86836
C 1.18029 2.92322 -2.97006
C 1.90353 3.26355 -1.68370
C 1.72551 4.51227 -1.09329
C 2.35291 4.78215 0.10945
C 3.14604 3.79888 0.67880
C 3.26890 2.58456 0.02074
N 2.65641 2.31678 -1.13392
H 1.95480 1.22531 -3.55691
H 0.22928 2.44146 -2.70357
H 0.94271 3.85384 -3.49115
H 1.10456 5.25241 -1.58313
H 2.22978 5.74391 0.59311
H 3.65426 3.95071 1.62115
H 3.84451 1.77736 0.45266
*
```



(5)
DFT (ωB97M-V/def2-TZVPD) results for an isolated ion of composition C2H6N3O2S and charge +1.

For the total energy, the calculation gives -21560.0887 eV. The gap between HOMO and LUMO (spin up / spin down) is 7.937 / 7.940 eV. The value obtained for the HOMO energy (spin up / spin down) is -0.47491 / -0.47497 Eh. The LUMO energy (spin up / spin down) comes out at -0.183 / -0.183 Eh.

ORCA input file:
```
! wB97M-V def2-TZVPD RIJCOSX def2/J DEFGRID3
* xyz 1 1
C -1.38983 1.49489 -0.39345
C 0.56091 -0.29054 0.10956
N -1.81256 0.17735 -0.02691
N -0.10167 1.74079 -0.03398
N -0.76307 -0.76004 -0.21130
O -2.12306 2.32150 -0.83380
O 1.51695 -0.61685 -0.74996
S 0.88440 2.67718 -0.93661
H 0.91703 -0.17143 1.19832
H -2.67318 0.12706 -0.53862
H -0.86967 -1.20632 -1.24016
H -1.09862 -1.68210 0.42332
H 2.35930 -0.96368 -0.39468
H 0.98286 3.80511 -0.08630
*
```



(6)
DFT (ωB97M-V/def2-TZVPD) results for an isolated molecule of CH3N2OP.

For the total energy, the calculation gives -15400.9591 eV. The gap between HOMO and LUMO is 10.441 eV. The value obtained for the HOMO energy is -0.37132 Eh. The LUMO energy comes out at 0.012 Eh.

ORCA input file:
```
! wB97M-V def2-TZVPD RIJCOSX def2/J DEFGRID3
* xyz 0 1
C -0.44726 0.80412 0.06822
N -0.56509 -0.63754 -0.17913
N 1.03878 0.89497 0.25466
O 1.99220 -1.73511 -0.06116
P 1.07556 -0.64544 -0.03820
H -0.87396 1.31447 -0.86116
H -0.97383 1.25114 0.79517
H -1.24639 -1.24661 0.02161
*
```



(7)
DFT (ωB97M-V/def2-TZVPD) results for an isolated molecule of C3H8N2S.

For the total energy, the calculation gives -17050.2966 eV. The gap between HOMO and LUMO (spin up / spin down) is 8.155 / 8.230 eV. The value obtained for the HOMO energy (spin up / spin down) is -0.29648 / -0.30439 Eh. The LUMO energy (spin up / spin down) comes out at 0.003 / -0.002 Eh.

ORCA input file:
```
! wB97M-V def2-TZVPD RIJCOSX def2/J DEFGRID3
* xyz 0 1
C -1.90125 -0.92772 0.44251
C -1.71570 0.56345 0.11183
C -0.27677 0.62514 -0.43775
N 1.54747 -1.31130 -0.41762
N 1.96701 1.24067 0.02449
S 1.12664 -0.13903 0.52936
H -1.36077 -1.25103 1.34223
H -1.81139 -1.72472 -0.33315
H -2.36765 0.95908 -0.61896
H -1.60371 1.04051 1.07664
H -0.06915 0.16350 -1.48111
H 1.80827 -2.11100 0.12109
H 2.73567 1.48831 0.59511
H 1.92134 1.38415 -0.95467
*
```



(8)
DFT (ωB97M-V/def2-TZVPD) results for an isolated molecule of C5H6O.

For the total energy, the calculation gives -7324.9893 eV. The gap between HOMO and LUMO is 8.676 eV. The value obtained for the HOMO energy is -0.31910 Eh. The LUMO energy comes out at 0.000 Eh.

ORCA input file:
```
! wB97M-V def2-TZVPD RIJCOSX def2/J DEFGRID3
* xyz 0 1
C 1.93656 0.73524 0.47375
C 0.44402 0.82649 0.69020
C -1.47183 0.11941 -0.42386
O -0.20247 -0.10597 -0.20247
C -2.02340 -1.04777 -1.04813
C -2.64931 -2.03557 -1.36573
H 2.45893 1.12856 1.34756
H 2.26047 1.29476 -0.40481
H 2.22584 -0.31043 0.34863
H 0.02496 1.81886 0.51675
H 0.17442 0.49911 1.69756
H -3.17820 -2.92268 -1.62945
*
```